Entry 1:
A 4-piece molecular cluster, C19H36BrClN2O9PS overall in a non-equilibrium geometry, computed with ωB97M-V/def2-TZVPD.

Calculated values
DFT total energy ... -5305.72949 a.u.
F_max ... 4.6 eV/A
Total charge ... +1
HOMO level ... -11.17 eV
Lowest unoccupied orbital energy ... -0.1375 hartree
HOMO-LUMO gap ... 7.43 eV

CARTESIAN COORDINATES (ANGSTROEM)
Br (1.63, 2.45, -0.26)
Cl (1.37, 4.21, 4.50)
S (0.61, 2.81, 5.84)
P (1.55, 0.19, 0.07)
O (2.35, 1.98, -4.01)
O (-1.29, -2.50, 6.31)
O (2.75, 2.43, -11.00)
O (1.77, 2.24, 6.50)
O (1.30, 0.73, -5.50)
O (1.14, 2.00, -9.54)
O (-0.28, 3.38, 6.83)
O (-2.94, -2.87, 7.72)
O (2.87, -0.11, 1.05)
N (-1.33, -0.64, 2.82)
N (-1.33, 0.25, 0.84)
C (-2.22, -3.20, 6.64)
C (3.54, 2.45, -3.37)
C (-2.54, -4.47, 5.91)
C (1.53, 0.45, -11.41)
C (1.84, 1.72, -10.66)
C (-0.14, 1.46, 4.86)
C (2.34, 1.21, -5.11)
C (-0.05, 1.32, -9.14)
C (3.61, 1.03, -5.90)
C (0.01, -0.69, 2.40)
C (0.28, 0.05, -8.38)
C (-3.89, -4.77, 8.91)
C (-2.14, -0.10, 1.89)
C (-1.61, -1.19, 4.18)
C (-4.16, -3.52, 8.11)
C (0.00, -0.07, 1.10)
C (-1.71, 1.34, 5.01)
C (4.04, 3.72, -4.02)
C (-2.24, -0.13, 5.18)
H (-0.73, -1.70, 4.63)
H (3.63, 1.76, -6.71)
H (-3.58, -4.79, 6.00)
H (-3.34, -5.51, 8.32)
H (-1.88, -5.26, 6.26)
H (-0.64, -0.43, -8.03)
H (-2.17, -0.51, 6.23)
H (-2.20, 1.75, 4.08)
H (-3.35, -0.10, 4.96)
H (4.92, 4.10, -3.49)
H (0.07, 1.68, 3.78)
H (2.22, -0.33, -11.09)
H (0.91, 0.28, -7.52)
H (-4.82, -5.22, 9.25)
H (0.31, 0.47, 5.11)
H (1.68, 0.64, -12.47)
H (0.82, -1.12, 3.01)
H (4.30, 1.67, -3.32)
H (-3.27, -4.54, 9.78)
H (3.62, 0.03, -6.31)
H (3.26, 4.49, -4.01)
H (0.83, -0.66, -9.00)
H (-3.23, 0.02, 1.98)
H (-2.37, -2.01, 4.03)
H (2.62, -0.34, 1.96)
H (4.32, 3.56, -5.06)
H (-0.58, 2.01, -8.48)
H (3.25, 2.66, -2.33)
H (-0.71, 1.14, -9.99)
H (4.51, 1.13, -5.30)
H (-4.69, -2.80, 8.74)
H (-4.80, -3.70, 7.24)
H (-2.07, 1.97, 5.86)
H (-2.36, -4.31, 4.84)
H (-1.61, 0.69, -0.04)
H (0.51, 0.11, -11.30)



Entry 2:
A 3-piece molecular cluster, C4H4O2S overall in a non-equilibrium geometry, computed with ωB97M-V/def2-TZVPD.

Calculated values
DFT total energy ... -703.29493 a.u.
F_max ... 2.7 eV/A
HOMO level ... -11.00 eV
Lowest unoccupied orbital energy ... -0.0331 hartree
HOMO-LUMO gap ... 10.10 eV
Relative energy (zero: lowest compared OMol25 entry of this formula, charge and spin) ... 5.3613 eV

CARTESIAN COORDINATES (ANGSTROEM)
S (0.57, -2.03, 0.35)
O (0.58, -2.78, -0.91)
O (1.29, -2.65, 1.41)
C (2.23, 0.73, 0.77)
C (-2.73, 0.83, -0.21)
C (-2.04, 1.48, -0.96)
C (1.62, 0.63, -0.24)
H (-1.47, 2.14, -1.52)
H (0.85, 0.44, -0.92)
H (2.65, 0.66, 1.75)
H (-3.54, 0.53, 0.48)



Entry 3:
C20H43MgO14S4 as an isolated structure in a non-equilibrium geometry, computed with ωB97M-V/def2-TZVPD.

Calculated values
DFT total energy ... -3633.87084 a.u.
Spin multiplicity ... 2
F_max ... 7.6 eV/A
HOMO level (alpha / beta) ... -2.03 / -8.77 eV
<S²> ... 0.750
Lowest unoccupied orbital energy (alpha / beta) ... -0.0090 / -0.0076 hartree
HOMO-LUMO gap (alpha / beta) ... 1.79 / 8.56 eV

CARTESIAN COORDINATES (ANGSTROEM)
S (-2.70, -3.23, -0.30)
S (1.52, -2.54, 2.48)
S (-3.09, 1.72, 1.53)
S (0.64, 0.88, 3.26)
Mg (-1.25, -0.93, 1.71)
O (1.13, 4.52, -4.04)
O (-1.14, -2.88, -4.14)
O (4.99, 0.14, 0.59)
O (0.06, -2.19, 2.24)
O (3.92, 0.88, 2.38)
O (0.92, -2.28, -4.58)
O (-0.11, -0.07, 0.46)
O (-1.96, -2.02, 0.33)
O (-2.70, 0.23, 1.33)
O (0.27, -4.05, -5.67)
O (0.55, 3.69, -6.03)
O (-0.48, 2.97, -4.09)
O (5.05, -1.07, 2.64)
O (-0.65, 0.03, 3.11)
C (0.21, 2.65, 3.08)
C (0.61, -1.53, -3.46)
C (3.36, 0.96, -0.91)
C (0.40, 3.74, -4.82)
C (2.25, -2.57, 0.82)
C (0.81, 4.34, -2.69)
C (4.38, 1.33, 0.18)
C (4.74, -0.05, 1.97)
C (-4.00, 2.00, -0.02)
C (-0.51, 3.56, -2.80)
C (-2.57, -4.54, 1.01)
C (1.33, -4.37, 2.73)
C (0.84, 0.84, 5.06)
C (-0.89, -1.75, -3.35)
C (-4.43, 1.60, 2.77)
C (3.68, 1.89, 1.48)
C (1.22, -0.15, -3.65)
C (-4.49, -3.01, 0.08)
C (0.07, -3.12, -4.87)
C (-0.66, 2.29, -1.76)
H (-3.37, 1.63, -0.82)
H (3.30, -2.37, 0.99)
H (-4.50, -2.60, 1.09)
H (0.33, -0.02, 5.50)
H (0.57, 0.38, -4.34)
H (1.06, 0.44, -2.74)
H (3.97, 2.87, 1.86)
H (1.86, -1.81, 0.14)
H (-5.01, 2.52, 2.75)
H (0.95, -4.91, 1.87)
H (1.60, 3.71, -2.28)
H (-1.04, 1.40, -2.26)
H (5.09, 2.13, -0.02)
H (-1.39, 4.19, -2.89)
H (0.79, 5.28, -2.13)
H (0.73, -0.20, -0.02)
H (-3.33, -5.28, 0.74)
H (3.01, 1.86, -1.42)
H (-4.98, -2.35, -0.63)
H (0.26, 2.03, -1.24)
H (-1.38, -0.89, -3.83)
H (3.80, 0.40, -1.73)
H (0.40, 1.72, 5.54)
H (-3.93, 1.56, 3.74)
H (-1.31, 2.49, -0.91)
H (0.57, -4.59, 3.48)
H (2.30, -4.81, 2.98)
H (2.24, -3.55, 0.33)
H (-1.07, -1.66, -2.28)
H (-4.09, 3.07, -0.19)
H (1.90, 0.69, 5.26)
H (-2.97, -4.08, 1.91)
H (-4.98, 0.67, 2.59)
H (1.11, -1.97, -2.60)
H (2.43, 0.55, -0.51)
H (-5.00, -3.97, 0.10)
H (-5.00, 1.57, 0.01)
H (0.12, 2.87, 2.02)
H (2.28, -0.24, -3.90)
H (-0.71, 2.84, 3.64)
H (1.01, 3.22, 3.56)
H (2.65, 2.10, 1.20)
H (-1.56, -4.74, 1.36)



Entry 4:
One molecule with the formula C4H5ClN2O in a non-equilibrium geometry, computed with ωB97M-V/def2-TZVPD.

Calculated values
DFT total energy ... -800.28244 a.u.
SMILES ... N#C[C@@H](/C=N/O)CCl
F_max ... 3.2 eV/A
HOMO level ... -10.71 eV
Lowest unoccupied orbital energy ... 0.0227 hartree
HOMO-LUMO gap ... 11.33 eV
Relative energy (zero: lowest compared OMol25 entry of this formula, charge and spin) ... 2.6429 eV

CARTESIAN COORDINATES (ANGSTROEM)
Cl (-3.11, -0.77, -0.38)
O (2.96, -0.73, -0.08)
N (-0.96, 2.83, -0.12)
N (1.83, -0.15, -0.67)
C (-0.76, 1.70, -0.18)
C (-1.49, -0.54, 0.47)
C (0.89, -0.03, 0.17)
C (-0.52, 0.30, -0.31)
H (-1.82, -0.22, 1.45)
H (3.55, -0.84, -0.83)
H (1.05, -0.12, 1.26)
H (-0.58, 0.10, -1.36)
H (-1.03, -1.53, 0.58)



Entry 5:
C2H5N4 as an isolated structure in a non-equilibrium geometry, computed with ωB97M-V/def2-TZVPD.

Calculated values
DFT total energy ... -297.81434 a.u.
F_max ... 5.8 eV/A
Total charge ... +1
HOMO level ... -15.44 eV
Lowest unoccupied orbital energy ... -0.2186 hartree
HOMO-LUMO gap ... 9.49 eV
Relative energy (zero: lowest compared OMol25 entry of this formula, charge and spin) ... 3.7858 eV

CARTESIAN COORDINATES (ANGSTROEM)
N (-0.29, -1.28, -0.34)
N (0.08, -0.01, -0.42)
N (2.11, -0.56, 0.27)
N (-1.47, -0.91, 0.03)
C (1.39, 0.35, -0.27)
C (-1.22, 0.42, 0.14)
H (1.64, 1.36, -0.75)
H (3.01, -0.24, 0.47)
H (-2.45, -1.24, 0.08)
H (-1.08, 0.83, 1.23)
H (-1.73, 1.27, -0.44)



Entry 6:
A 11-piece molecular cluster, C22H71N5O11 overall in a non-equilibrium geometry, computed with ωB97M-V/def2-TZVPD.

Calculated values
DFT total energy ... -1982.12528 a.u.
SMILES ... COC[C@H](C)N.COC[C@H](C)N.COC[C@H](C)N.COC[C@H](C)N.COC[C@H](C)N.CCO.O.O.O.O.O
F_max ... 1.7 eV/A
HOMO level ... -8.82 eV
Lowest unoccupied orbital energy ... 0.0194 hartree
HOMO-LUMO gap ... 9.35 eV
Relative energy (zero: lowest compared OMol25 entry of this formula, charge and spin) ... 0.0000 eV

CARTESIAN COORDINATES (ANGSTROEM)
O (2.16, 1.39, -1.24)
O (-4.37, -2.33, -0.61)
O (-2.34, 2.14, 0.93)
O (2.14, -2.90, -1.59)
O (4.53, 2.09, 0.12)
O (-0.76, -1.10, -4.98)
O (-2.13, -2.10, -2.81)
O (-0.65, 1.91, 3.18)
O (0.18, -3.97, 2.00)
O (-4.93, 1.27, 2.48)
O (-3.83, 3.79, 3.00)
N (5.60, -2.18, -0.82)
N (0.77, -3.43, -7.41)
N (-5.34, 3.82, 0.43)
N (0.77, -1.25, 4.44)
N (2.06, 1.26, 1.92)
C (0.71, -2.74, 2.48)
C (0.07, -1.56, -6.00)
C (-4.59, 4.91, 2.57)
C (-5.45, 6.21, 0.65)
C (-2.44, 0.92, 0.19)
C (-0.46, 0.25, -4.56)
C (-3.26, 3.95, 4.28)
C (4.38, -3.01, -0.80)
C (-0.40, -3.90, 0.72)
C (0.06, -2.36, 3.78)
C (-1.06, 0.56, -0.29)
C (3.75, -3.11, 0.59)
C (3.70, 1.10, 3.65)
C (-1.44, -1.99, 3.65)
C (-4.66, 4.99, 1.06)
C (5.09, 3.37, 0.31)
C (-0.17, -3.00, -6.38)
C (3.42, 1.69, 2.27)
C (3.41, -2.33, -1.74)
C (-0.07, -3.98, -5.19)
C (4.50, 1.29, 1.29)
C (1.14, -2.18, -2.31)
H (3.04, 1.73, -1.01)
H (-3.06, -2.17, -3.05)
H (-1.65, -0.95, 3.90)
H (4.71, 1.28, 4.02)
H (-0.41, 0.38, 0.57)
H (2.04, 0.24, 1.87)
H (5.48, 1.36, 1.78)
H (0.62, -1.99, 1.69)
H (-5.61, 4.86, 2.98)
H (2.33, 0.55, -1.68)
H (3.75, -2.43, -2.78)
H (-5.31, 6.37, -0.43)
H (0.49, -0.41, 3.93)
H (1.43, -1.93, -3.33)
H (-1.79, -2.13, 2.63)
H (-3.43, -2.17, -0.53)
H (5.38, -1.24, -0.49)
H (-4.93, 2.15, 2.88)
H (3.22, -2.20, 0.88)
H (-2.80, 0.15, 0.88)
H (-2.01, -2.61, 4.33)
H (-1.06, 0.42, -3.67)
H (-3.65, 4.99, 0.65)
H (-1.04, -0.38, -0.85)
H (-1.19, -3.15, -6.75)
H (1.77, -2.93, 2.68)
H (1.63, -3.75, -6.98)
H (-4.35, 0.75, 3.04)
H (0.17, 2.26, 2.83)
H (4.36, 0.25, 1.00)
H (-5.17, 7.12, 1.17)
H (0.01, -0.91, -6.90)
H (-2.52, 4.76, 4.28)
H (-0.29, -3.55, -4.21)
H (-3.18, 0.95, -0.62)
H (4.46, -3.39, 1.37)
H (-0.66, 1.38, -0.90)
H (6.27, -2.50, -0.13)
H (0.95, -1.26, -1.74)
H (-4.09, 5.83, 2.91)
H (-0.77, 0.93, -5.36)
H (0.36, -3.82, -0.07)
H (1.15, -1.48, -5.75)
H (3.03, 1.52, 4.40)
H (0.22, -2.76, -2.25)
H (4.39, 4.07, 0.78)
H (-0.79, -4.78, -5.36)
H (3.38, 2.77, 2.45)
H (3.37, -1.26, -1.48)
H (5.99, 3.31, 0.93)
H (0.92, -4.44, -5.11)
H (-0.94, -4.83, 0.54)
H (4.65, -4.01, -1.16)
H (-1.26, 1.92, 2.43)
H (-5.08, 2.95, 0.88)
H (1.88, 1.53, 0.95)
H (-3.19, 2.38, 1.31)
H (0.60, 0.35, -4.33)
H (-6.34, 3.88, 0.59)
H (1.06, -2.65, -8.00)
H (-6.53, 6.05, 0.72)
H (-2.65, 3.06, 4.47)
H (-4.49, -2.59, -1.53)
H (3.03, -3.93, 0.58)
H (3.56, 0.01, 3.68)
H (5.38, 3.74, -0.67)
H (-4.00, 4.11, 5.06)
H (0.11, -3.21, 4.45)
H (1.78, -1.29, 4.34)
H (-1.71, -1.72, -3.60)
H (-1.09, -3.05, 0.61)



Entry 7:
A 2-piece molecular cluster, C5H16N2O overall in a non-equilibrium geometry, computed with ωB97M-V/def2-TZVPD.

Calculated values
DFT total energy ... -384.69976 a.u.
Spin multiplicity ... 2
F_max ... 6.2 eV/A
Total charge ... -1
HOMO level (alpha / beta) ... 1.23 / -4.61 eV
<S²> ... 0.750
Lowest unoccupied orbital energy (alpha / beta) ... 0.1391 / 0.1393 hartree
HOMO-LUMO gap (alpha / beta) ... 2.56 / 8.40 eV
Relative energy (zero: lowest compared OMol25 entry of this formula, charge and spin) ... 2.6068 eV

CARTESIAN COORDINATES (ANGSTROEM)
O (0.85, -3.43, -0.26)
N (0.59, -0.22, 0.23)
N (-2.82, 0.69, -0.07)
C (1.01, -0.43, -1.26)
C (-0.36, 0.94, 0.37)
C (1.56, -0.30, 1.23)
C (-1.54, 0.93, -0.74)
C (0.39, 2.29, 0.47)
H (2.09, -0.72, -1.07)
H (0.85, 2.27, 1.45)
H (0.35, -1.25, -1.62)
H (-2.79, 1.30, 0.79)
H (1.69, -1.37, 1.51)
H (-3.62, 0.98, -0.56)
H (1.40, 0.27, 2.18)
H (-0.24, 3.07, 0.21)
H (0.15, -3.26, 0.26)
H (-1.59, 1.97, -1.14)
H (-0.77, 0.60, 1.33)
H (0.80, 0.39, -1.83)
H (-1.31, 0.01, -1.43)
H (2.61, -0.05, 0.83)
H (1.52, -2.79, -0.10)
H (1.31, 2.18, -0.29)



Entry 8:
C2H3NaO2 as an isolated structure in a non-equilibrium geometry, computed with ωB97M-V/def2-TZVPD.

Calculated values
DFT total energy ... -390.75811 a.u.
F_max ... 1.9 eV/A
HOMO level ... -7.54 eV
Lowest unoccupied orbital energy ... -0.0219 hartree
HOMO-LUMO gap ... 6.94 eV
Relative energy (zero: lowest compared OMol25 entry of this formula, charge and spin) ... 0.3175 eV

CARTESIAN COORDINATES (ANGSTROEM)
Na (-2.13, 1.29, 0.50)
O (0.03, 1.36, 0.17)
O (-1.34, -0.85, 0.27)
C (0.67, 0.29, -0.40)
C (-0.10, -0.80, 0.26)
H (0.67, 0.12, -1.50)
H (1.72, 0.20, -0.04)
H (0.48, -1.61, 0.74)